No. 1
Below is a structure of composition C23H57B2F4HfN10O4SSi4Te, with properties calculated with ωB97M-V with the def2-TZVPD basis set.

Values from the calculation:
* net charge: +3
* frontier orbital gap: 0.227 Ha
* LUMO: -0.3356 hartree
* calculated total energy: -111022.1406 eV
* energy relative to the best compared isomer or geometry (same formula, charge and spin): 474.1 kJ/mol

Element x y z (Å)
1 Hf 2.4393 -1.4143 0.4110
2 C 3.0895 -4.9735 3.1189
3 C 3.2167 -3.7696 2.2717
4 N 2.2931 -2.9105 2.0343
5 O 1.0153 -3.0634 2.5026
6 B 0.0748 -2.9927 1.3342
7 F 0.8778 -3.4362 0.2123
8 F -1.0179 -3.7335 1.5446
9 O -0.3193 -1.5612 0.9649
10 N 0.3460 -1.1143 -0.1839
11 C 0.0268 -1.6175 -1.3363
12 C -1.1778 -2.4185 -1.6397
13 C 1.1228 -1.5083 -2.3357
14 N 2.2579 -1.4636 -1.7298
15 O 3.4399 -1.6712 -2.3530
16 B 4.2162 -2.7536 -1.5889
17 F 4.9187 -3.4837 -2.4473
18 F 3.1295 -3.5011 -0.9475
19 O 5.0300 -2.2430 -0.4316
20 N 4.3512 -2.3934 0.7742
21 C 4.3907 -3.5405 1.3645
22 C 5.3327 -4.6260 1.0385
23 C 0.9294 -1.6387 -3.7982
24 H 2.0710 -5.0659 3.4877
25 H 3.7786 -4.9282 3.9652
26 H 3.3432 -5.8645 2.5422
27 H -1.8617 -2.4165 -0.7941
28 H -0.8802 -3.4544 -1.8277
29 H -1.6703 -2.0558 -2.5431
30 H 6.1494 -4.2344 0.4355
31 H 4.8313 -5.3926 0.4390
32 H 5.7115 -5.1006 1.9438
33 H 0.0413 -1.1029 -4.1312
34 H 0.8066 -2.6926 -4.0641
35 H 1.8097 -1.2753 -4.3241
36 N 1.6124 1.3522 -0.4826
37 N 2.5759 2.2796 -0.8571
38 C 3.8721 1.9203 -0.8751
39 N 4.7715 2.8293 -1.2286
40 S 4.3690 0.3646 -0.4626
41 H 0.9188 1.2507 -1.2160
42 H 1.1341 1.6567 0.3606
43 H 2.2952 3.2025 -1.1579
44 H 4.5305 3.7545 -1.5474
45 H 5.7398 2.5541 -1.2812
46 C -5.3625 2.6343 -0.1019
47 Si -4.2572 1.8886 1.2267
48 C -3.4497 3.1666 2.3353
49 C -5.0081 0.4646 2.1797
50 Si -3.1142 1.4908 -2.2473
51 Te -2.2313 0.8175 -0.0261
52 Si -4.7101 0.0630 -3.3873
53 C -5.1850 -1.3194 -2.2003
54 C -3.7806 -0.5658 -4.9076
55 C -6.1470 1.1857 -3.8433
56 Si -2.1704 3.5297 -3.0860
57 C -3.5582 4.6313 -3.7078
58 C -0.9657 3.0105 -4.4470
59 C -1.2173 4.3296 -1.6593
60 H -6.2206 3.1167 0.3701
61 H -5.7549 1.8729 -0.7797
62 H -4.8469 3.3983 -0.6892
63 H -4.1937 3.5975 3.0083
64 H -3.0079 3.9853 1.7676
65 H -2.6718 2.7166 2.9527
66 H -5.7273 0.8367 2.9124
67 H -4.2448 -0.0927 2.7236
68 H -5.5320 -0.2345 1.5277
69 H -4.3246 -1.8056 -1.7407
70 H -5.7444 -2.0874 -2.7380
71 H -5.8284 -0.9550 -1.3987
72 H -2.9760 -1.2609 -4.6632
73 H -3.3587 0.2486 -5.4985
74 H -4.4768 -1.0989 -5.5580
75 H -6.6758 1.5668 -2.9694
76 H -6.8691 0.6222 -4.4375
77 H -5.8346 2.0409 -4.4434
78 H -4.1315 4.1548 -4.5038
79 H -3.1378 5.5510 -4.1191
80 H -4.2531 4.9176 -2.9177
81 H -1.4752 2.4782 -5.2513
82 H -0.1582 2.3722 -4.0828
83 H -0.5093 3.8942 -4.8960
84 H -1.8943 4.7665 -0.9245
85 H -0.5871 5.1378 -2.0348
86 H -0.5816 3.6150 -1.1328
87 C 4.4735 0.8398 2.8141
88 N 3.5128 0.3891 3.7979
89 C 4.1033 0.0177 5.0799
90 C 2.2500 0.0795 3.4499
91 N 1.9113 -0.1771 2.1657
92 N 1.3200 0.1051 4.4201
93 C 0.0235 -0.5449 4.3002
94 C 1.4240 0.9694 5.5933
95 H 5.2195 1.4487 3.3236
96 H 3.9739 1.4469 2.0669
97 H 4.9835 0.0088 2.3214
98 H 4.9927 -0.5866 4.8920
99 H 3.4131 -0.5701 5.6764
100 H 4.4066 0.8999 5.6444
101 H 0.8919 -0.2149 2.1226
102 H -0.7501 0.1667 3.9944
103 H -0.2502 -0.9437 5.2765
104 H 0.0551 -1.3752 3.6045
105 H 2.2271 1.6908 5.4809
106 H 1.5710 0.3956 6.5089
107 H 0.4881 1.5206 5.6947


No. 2
Below is a cluster of 4 separate species, C23H58BFN4O8 in total, with properties calculated with ωB97M-V with the def2-TZVPD basis set.

Values from the calculation:
* net charge: 0
* frontier orbital gap: 0.333 Ha
* LUMO: 0.0249 hartree
* SMILES: C[C@H](O)CNCCOBF.COCCNCCOC.COCCNCCOC.COCCNCCOC
* calculated total energy: -50523.0223 eV

Element x y z (Å)
1 C 3.5415 5.3001 -2.2010
2 C 4.1882 4.0900 -2.8915
3 O 4.5952 4.4004 -4.2292
4 C 3.2711 2.8718 -2.9357
5 N 2.0529 3.1038 -3.7063
6 C 0.8222 2.5734 -3.1469
7 C 0.0264 3.5231 -2.2355
8 O -1.3202 3.7311 -2.7425
9 B -1.4873 4.9647 -3.3058
10 F -0.6790 5.3301 -4.3251
11 H 4.2009 5.6768 -1.4243
12 H 2.5965 5.0308 -1.7372
13 H 3.3467 6.1100 -2.9007
14 H 5.1098 3.8258 -2.3794
15 H 4.0414 5.0976 -4.5735
16 H 3.0542 2.5298 -1.9214
17 H 3.8518 2.0968 -3.4414
18 H 1.9512 4.0682 -3.9839
19 H 0.1548 2.3238 -3.9713
20 H 1.0464 1.6396 -2.6427
21 H 0.5352 4.4874 -2.2122
22 H -0.0816 3.1514 -1.2207
23 H -2.3109 5.6983 -2.8816
24 C 4.3386 -3.8401 -0.6865
25 O 3.7602 -4.3375 -1.8756
26 C 2.5062 -4.9839 -1.6847
27 C 1.3745 -4.1752 -2.2791
28 N 1.1470 -2.9525 -1.5177
29 C 0.2321 -2.0025 -2.1428
30 C 0.6234 -1.3994 -3.4878
31 O 1.7363 -0.5278 -3.4332
32 C 3.0077 -1.1470 -3.5046
33 H 5.3531 -3.5242 -0.9246
34 H 3.7912 -2.9773 -0.2883
35 H 4.3863 -4.6157 0.0844
36 H 2.3259 -5.1926 -0.6289
37 H 2.5589 -5.9438 -2.2054
38 H 0.4615 -4.7779 -2.2619
39 H 1.6256 -3.9733 -3.3292
40 H 2.0352 -2.4938 -1.3639
41 H 0.0949 -1.1757 -1.4408
42 H -0.7429 -2.4881 -2.2542
43 H -0.2163 -0.7824 -3.8199
44 H 0.7744 -2.1614 -4.2612
45 H 2.9854 -2.0541 -4.1130
46 H 3.4001 -1.3864 -2.5119
47 H 3.6926 -0.4352 -3.9658
48 C 2.5635 -8.4361 6.0686
49 O 1.3156 -7.8187 5.8252
50 C 1.2147 -6.4822 6.2996
51 C 1.1450 -5.4956 5.1544
52 N 2.4130 -5.4171 4.4422
53 C 2.3664 -4.6640 3.1926
54 C 1.4725 -5.1744 2.0677
55 O 1.9045 -6.3974 1.4935
56 C 1.4848 -7.5677 2.1712
57 H 2.4594 -9.4895 5.8145
58 H 3.3640 -8.0075 5.4557
59 H 2.8449 -8.3592 7.1229
60 H 2.0443 -6.2429 6.9710
61 H 0.2866 -6.4124 6.8737
62 H 0.9034 -4.5066 5.5551
63 H 0.3156 -5.8058 4.5042
64 H 2.7376 -6.3541 4.2449
65 H 3.3877 -4.6216 2.8052
66 H 2.0720 -3.6351 3.4238
67 H 1.5190 -4.4352 1.2625
68 H 0.4188 -5.2394 2.3626
69 H 0.5098 -7.4366 2.6461
70 H 2.2143 -7.8870 2.9207
71 H 1.4080 -8.3656 1.4321
72 C -8.1120 7.0137 0.9937
73 O -6.9288 7.0758 1.7644
74 C -6.7755 6.0149 2.6986
75 C -5.6453 5.0907 2.3008
76 N -5.9770 4.3291 1.1048
77 C -4.8631 3.5855 0.5236
78 C -3.6613 4.3679 0.0058
79 O -3.9262 5.1579 -1.1364
80 C -4.4689 6.4394 -0.8856
81 H -8.1930 7.9516 0.4473
82 H -8.0928 6.1904 0.2714
83 H -8.9948 6.9054 1.6308
84 H -7.7107 5.4599 2.8155
85 H -6.5300 6.4674 3.6634
86 H -5.4546 4.3930 3.1219
87 H -4.7466 5.7091 2.1706
88 H -6.3456 4.9599 0.4056
89 H -5.2620 3.0078 -0.3134
90 H -4.5087 2.8636 1.2667
91 H -2.9150 3.6367 -0.3168
92 H -3.1889 4.9759 0.7876
93 H -4.1156 6.8550 0.0616
94 H -5.5625 6.4275 -0.8903
95 H -4.1465 7.0964 -1.6954


No. 3
Below is a cluster of 8 separate species, C23H58BN2O8PS in total, with properties calculated with ωB97M-V with the def2-TZVPD basis set.

Values from the calculation:
* net charge: 0
* frontier orbital gap: 0.301 Ha
* LUMO: 0.0143 hartree
* SMILES: CCP(CC)[C@](C#N)(B(C)O)[C@@H](S)C#N.CCO.CCO.CCO.CCO.CCO.CCO.CCO
* calculated total energy: -64949.8604 eV
* energy relative to the best compared isomer or geometry (same formula, charge and spin): 68.5 kJ/mol

Element x y z (Å)
1 C -0.3361 -0.2688 -1.5560
2 C -1.0538 -1.1970 -0.5737
3 P -0.3360 -2.8794 -0.5384
4 C -1.4343 -4.0330 0.3781
5 C -2.3340 -3.4092 1.4801
6 C 1.3888 -2.8770 0.2648
7 C 2.0539 -1.6185 0.1003
8 N 2.5652 -0.5783 -0.0230
9 B 2.3179 -3.9919 -0.4821
10 C 1.8339 -5.0324 -1.5456
11 O 3.6614 -4.0014 -0.1653
12 C 1.2574 -3.1300 1.8032
13 S 2.8117 -3.1834 2.7769
14 C 0.4806 -2.0329 2.3612
15 N -0.1496 -1.1981 2.8675
16 H -0.0858 0.6324 -1.0211
17 H 0.5790 -0.6959 -1.9322
18 H -0.9503 -0.0332 -2.4116
19 H -2.0602 -1.3416 -0.9381
20 H -1.1697 -0.7405 0.3974
21 H -0.8719 -4.8301 0.8451
22 H -2.0860 -4.5045 -0.3335
23 H -2.2626 -3.9167 2.4251
24 H -2.1052 -2.3709 1.6385
25 H -3.3522 -3.4367 1.1507
26 H 1.1248 -4.6303 -2.2441
27 H 1.4603 -5.9492 -1.1095
28 H 2.7057 -5.3222 -2.1178
29 H 4.0848 -3.2108 -0.4998
30 H 0.7435 -4.0468 2.0247
31 H 3.6086 -2.3787 2.0619
32 C 0.7322 4.5324 0.4732
33 C 0.7244 3.0377 0.2131
34 O -0.5958 2.5557 -0.0474
35 H 0.0895 4.7776 1.3185
36 H 1.7414 4.8879 0.6866
37 H 0.3488 5.0787 -0.3921
38 H 1.0883 2.4945 1.0833
39 H 1.3700 2.7916 -0.6379
40 H -0.9290 3.0156 -0.8220
41 C -3.4280 -2.7424 -4.7558
42 C -2.7455 -3.1266 -3.4567
43 O -3.5316 -2.7152 -2.3358
44 H -3.5858 -1.6644 -4.7957
45 H -2.8313 -3.0429 -5.6189
46 H -4.4097 -3.2147 -4.8287
47 H -1.7759 -2.6392 -3.3685
48 H -2.5886 -4.2099 -3.4055
49 H -4.3846 -3.1506 -2.4096
50 C -6.5026 -1.6246 3.4756
51 C -5.9993 -2.6137 2.4404
52 O -4.9649 -3.4436 2.9641
53 H -5.6837 -0.9990 3.8301
54 H -7.2809 -0.9823 3.0606
55 H -6.9125 -2.1484 4.3421
56 H -5.5738 -2.0874 1.5864
57 H -6.8210 -3.2434 2.0808
58 H -5.3267 -3.9247 3.7127
59 C 6.8346 0.4221 -0.4496
60 C 6.3856 -0.1177 0.8962
61 O 5.3995 0.7157 1.4911
62 H 7.2347 1.4301 -0.3373
63 H 7.6031 -0.2138 -0.8930
64 H 5.9911 0.4822 -1.1411
65 H 7.2232 -0.1598 1.5908
66 H 5.9819 -1.1321 0.7838
67 H 4.6457 0.7452 0.8914
68 C 7.2815 4.5604 -0.8603
69 C 8.4959 4.5467 -1.7704
70 O 8.2506 5.2464 -2.9887
71 H 6.4243 4.1120 -1.3629
72 H 7.4757 4.0091 0.0610
73 H 7.0049 5.5847 -0.6001
74 H 8.7572 3.5259 -2.0441
75 H 9.3580 4.9961 -1.2656
76 H 8.0313 6.1538 -2.7655
77 C -6.0455 0.7222 -2.4362
78 C -6.5801 -0.0635 -3.6195
79 O -6.5379 -1.4675 -3.3733
80 H -5.0207 0.4222 -2.2152
81 H -6.0637 1.7946 -2.6356
82 H -6.6426 0.5271 -1.5420
83 H -5.9718 0.1174 -4.5038
84 H -7.6098 0.2338 -3.8447
85 H -7.0802 -1.6456 -2.6013
86 C -0.5889 5.3586 4.6800
87 C 0.1695 6.5508 4.1252
88 O -0.4316 7.0470 2.9302
89 H -0.6326 4.5580 3.9414
90 H -0.1128 4.9754 5.5834
91 H -1.6179 5.6350 4.9223
92 H 1.1885 6.2678 3.8674
93 H 0.2151 7.3551 4.8674
94 H -1.3292 7.3130 3.1421


No. 4
Below is a structure of composition C23H58FeGeN6O2Si3, with properties calculated with ωB97M-V with the def2-TZVPD basis set.

Values from the calculation:
* net charge: +1
* frontier orbital gap (alpha / beta): 0.233 / 0.213 Ha
* LUMO (alpha / beta): -0.0759 / -0.1024 hartree
* calculated total energy: -152358.4343 eV
* energy relative to the best compared isomer or geometry (same formula, charge and spin): 138.5 kJ/mol
* spin multiplicity: 6

Element x y z (Å)
1 Fe -0.0760 -1.7597 -0.5624
2 C 0.4238 -4.7364 -2.5463
3 C 0.8447 -4.6219 -1.0817
4 N -0.3022 -4.2645 -0.2327
5 C -0.1535 -4.5498 1.1981
6 C 0.3851 -3.3516 1.9744
7 N -0.4033 -2.1459 1.7106
8 C -1.7286 -2.0770 2.3412
9 C -2.5609 -0.9802 1.6732
10 C -3.3500 -1.4474 0.4559
11 N -2.4662 -2.0353 -0.5526
12 C -2.9483 -1.9560 -1.9248
13 C -2.1180 -2.8603 -2.8226
14 N -0.7074 -2.4834 -2.7244
15 C 0.2590 -3.4226 -3.3100
16 H 1.1911 -5.3069 -3.0713
17 H -0.4982 -5.3227 -2.6106
18 H 1.2664 -5.5876 -0.7730
19 H 1.6245 -3.8646 -0.9651
20 H -1.0898 -4.8051 -0.5726
21 H -1.1350 -4.8149 1.5944
22 H 0.5093 -5.4042 1.3769
23 H 0.4037 -3.6105 3.0406
24 H 1.4101 -3.1511 1.6505
25 H 0.1317 -1.3341 2.0119
26 H -2.2250 -3.0448 2.2379
27 H -1.6401 -1.8764 3.4150
28 H -3.2632 -0.5641 2.3966
29 H -1.8807 -0.1853 1.3501
30 H -4.1326 -2.1530 0.7619
31 H -3.8473 -0.5823 0.0194
32 H -2.3112 -3.0108 -0.3200
33 H -4.0050 -2.2351 -2.0164
34 H -2.8338 -0.9198 -2.2566
35 H -2.2260 -3.8965 -2.4946
36 H -2.4957 -2.7979 -3.8492
37 H -0.5960 -1.5861 -3.1891
38 H -0.0083 -3.6746 -4.3444
39 H 1.2246 -2.9137 -3.3218
40 C 4.0263 -0.9569 1.1802
41 C 2.7392 -0.2755 0.8290
42 N 1.9844 -0.6288 -0.2276
43 O 2.4308 -1.6935 -1.0643
44 C 2.2283 0.8181 1.5296
45 C 3.0135 1.4645 2.6262
46 N 1.0317 1.2822 1.0971
47 O 0.5823 2.4795 1.6131
48 H 4.1362 -1.8650 0.5928
49 H 4.0479 -1.2115 2.2398
50 H 4.8812 -0.3073 0.9772
51 H 2.9710 -1.2855 -1.7581
52 H 4.0662 1.5065 2.3485
53 H 2.9400 0.9082 3.5623
54 H 2.6597 2.4768 2.7982
55 C 0.4415 1.8943 4.5637
56 Si -0.1954 2.8302 3.0478
57 C 0.1764 4.6704 3.1085
58 C -2.0513 2.4861 2.9807
59 Ge 0.3117 0.7869 -0.6993
60 Si 2.0098 2.2449 -1.8333
61 C 3.6650 2.3354 -0.8968
62 C 1.5383 4.0612 -2.1235
63 C 2.4243 1.5267 -3.5557
64 Si -1.6711 2.5731 -1.1219
65 C -1.6340 2.2987 -3.0160
66 C -1.6962 4.4196 -0.6696
67 C -3.4119 1.9132 -0.6615
68 H -0.2480 2.0325 5.3976
69 H 1.4196 2.2423 4.8944
70 H 0.5150 0.8195 4.3806
71 H -0.2853 5.1405 3.9777
72 H -0.2057 5.1673 2.2163
73 H 1.2487 4.8626 3.1539
74 H -2.5626 3.1911 3.6389
75 H -2.2947 1.4832 3.3349
76 H -2.4644 2.6096 1.9800
77 H 3.5235 2.7618 0.0973
78 H 4.3694 2.9757 -1.4295
79 H 4.1333 1.3573 -0.7756
80 H 1.3279 4.5638 -1.1795
81 H 0.6664 4.1697 -2.7666
82 H 2.3684 4.5854 -2.6006
83 H 2.9568 0.5740 -3.5023
84 H 3.0642 2.2231 -4.1003
85 H 1.5247 1.3711 -4.1529
86 H -0.7693 2.7561 -3.4959
87 H -2.5312 2.7071 -3.4861
88 H -1.6015 1.2275 -3.2342
89 H -0.7206 4.8875 -0.7796
90 H -2.0159 4.5551 0.3648
91 H -2.3982 4.9535 -1.3140
92 H -3.6827 1.0738 -1.3041
93 H -4.1531 2.6991 -0.8253
94 H -3.5018 1.5915 0.3764